# 1
This record from the OMol25 dataset describes a structure of composition C15H31BeBrP2. The level of theory is ωB97M-V with the def2-TZVPD basis set.

Last column: Mulliken charge in e.
Atoms and positions in Å:
1 P 0.768 6.318 -2.310  0.73
2 P 0.151 4.606 -4.936  0.75
3 C 1.070 7.108 -3.972  -1.06
4 C 0.242 6.463 -5.091  -1.08
5 H 2.139 6.997 -4.193  0.42
6 H 0.863 8.185 -3.904  0.46
7 H -0.787 6.841 -5.053  0.42
8 H 0.648 6.725 -6.078  0.47
9 C 1.515 4.138 -6.104  -1.38
10 H 1.482 3.058 -6.283  0.37
11 H 2.486 4.370 -5.656  0.34
12 H 1.431 4.660 -7.066  0.40
13 C -1.298 4.306 -6.057  -1.40
14 H -1.177 4.801 -7.029  0.38
15 H -2.211 4.677 -5.581  0.36
16 H -1.417 3.230 -6.220  0.39
17 C 2.263 6.966 -1.420  -1.36
18 H 2.185 6.728 -0.354  0.39
19 H 2.373 8.051 -1.534  0.39
20 H 3.160 6.475 -1.810  0.35
21 C -0.496 7.500 -1.638  -1.37
22 H -1.451 7.355 -2.152  0.35
23 H -0.184 8.545 -1.752  0.39
24 H -0.656 7.292 -0.575  0.37
25 Be 0.000 0.000 0.000  0.25
26 C -0.881 0.626 -1.947  -0.52
27 C 0.480 0.436 -2.159  -0.45
28 C 1.509 1.551 -2.264  0.00
29 C 2.197 1.877 -0.916  -0.86
30 C 1.276 1.804 0.282  -0.25
31 C -0.047 2.230 0.330  -0.62
32 C -0.779 2.925 -0.806  0.25
33 C -1.574 1.950 -1.708  -0.87
34 C 0.145 -0.495 2.012  -1.27
35 H -1.545 -0.196 -2.208  0.73
36 H 0.789 -0.533 -2.542  0.58
37 H 1.040 2.447 -2.679  -0.44
38 H 2.280 1.248 -2.980  0.52
39 H 3.005 1.157 -0.749  0.41
40 H 2.671 2.869 -0.971  0.30
41 H 1.776 1.622 1.232  0.61
42 H -0.500 2.323 1.315  0.52
43 H -0.069 3.503 -1.403  -0.61
44 H -1.481 3.649 -0.378  0.56
45 H -2.535 1.732 -1.231  0.43
46 H -1.806 2.437 -2.668  0.26
47 H -0.683 -1.141 2.323  0.31
48 H 0.159 0.398 2.650  0.28
49 H 1.080 -1.049 2.171  0.28
50 Br -0.746 -2.098 -0.338  -0.46

Cartesian forces (eV/Å) of the 2 atoms listed first:
P 0.26 0.59 0.45
P -0.19 -0.20 -0.73

Results
Energy relative to the best compared isomer or geometry (same formula, charge and spin)   0.000 eV

# 2
This record from the OMol25 dataset describes a structure of composition C18H33O3S9Tl. The level of theory is ωB97M-V with the def2-TZVPD basis set.

Last column: Mulliken charge in e.
Atoms and positions in Å:
1 Tl 0.308 0.568 0.330  0.40
2 C -2.514 -2.608 1.915  -0.99
3 C -2.968 -1.659 0.808  -0.04
4 S -1.825 -1.888 -0.582  -0.06
5 C -2.601 -1.128 -2.036  -0.38
6 C -2.100 -1.877 -3.266  -0.90
7 S -0.274 -2.022 -3.348  -0.09
8 C 0.003 -3.683 -2.615  -0.61
9 C 1.364 -3.793 -1.936  -1.12
10 S 1.668 -2.660 -0.528  0.23
11 C 1.379 -3.710 0.937  -0.96
12 C -0.063 -3.906 1.388  -0.43
13 S -0.735 -2.489 2.352  -0.01
14 H -2.682 -3.648 1.637  0.38
15 H -3.075 -2.407 2.825  0.50
16 H -2.942 -0.616 1.116  -0.18
17 H -3.978 -1.926 0.491  0.44
18 H -2.309 -0.078 -2.064  0.02
19 H -3.685 -1.205 -1.942  0.51
20 H -2.402 -1.352 -4.171  0.48
21 H -2.492 -2.893 -3.306  0.35
22 H -0.048 -4.407 -3.431  0.49
23 H -0.805 -3.872 -1.916  0.34
24 H 2.152 -3.563 -2.654  0.47
25 H 1.518 -4.810 -1.573  0.42
26 H 1.963 -3.225 1.721  0.42
27 H 1.829 -4.683 0.733  0.42
28 H -0.109 -4.776 2.044  0.46
29 H -0.720 -4.064 0.536  0.14
30 C 3.166 2.555 1.829  -0.69
31 O 2.990 1.250 1.297  -0.14
32 C 3.935 0.897 0.303  -0.78
33 C 3.568 1.409 -1.081  -0.33
34 O 2.472 0.644 -1.549  -0.04
35 C 2.036 0.960 -2.857  -0.37
36 C 1.216 2.232 -2.942  -0.54
37 O 0.082 2.105 -2.113  0.03
38 C -0.745 3.261 -2.192  -0.71
39 H 4.190 2.686 2.192  0.33
40 H 2.471 2.655 2.659  0.15
41 H 2.948 3.337 1.095  0.28
42 H 3.948 -0.193 0.266  0.23
43 H 4.930 1.265 0.579  0.46
44 H 4.424 1.290 -1.758  0.33
45 H 3.316 2.475 -1.028  0.26
46 H 1.408 0.121 -3.158  -0.32
47 H 2.890 1.038 -3.540  0.43
48 H 0.908 2.382 -3.984  0.45
49 H 1.805 3.106 -2.634  0.35
50 H -1.182 3.352 -3.193  0.27
51 H -0.171 4.167 -1.969  0.30
52 H -1.530 3.147 -1.452  0.13
53 C -3.049 0.945 4.537  -0.52
54 S -3.787 2.488 3.915  -0.11
55 C -2.330 3.239 3.305  -0.25
56 C -1.820 3.035 2.062  0.13
57 S -2.442 2.054 0.813  -0.34
58 S -0.304 3.903 1.770  0.13
59 C -0.135 4.678 3.319  -0.07
60 S 1.126 5.658 3.696  -0.26
61 S -1.432 4.296 4.387  -0.13
62 H -3.876 0.298 4.827  0.32
63 H -2.418 1.152 5.398  0.35
64 H -2.465 0.493 3.738  -0.04

Cartesian forces (eV/Å) of the 2 atoms listed first:
Tl -0.40 -0.11 0.10
C 0.29 0.04 -0.02

Results
Energy relative to the best compared isomer or geometry (same formula, charge and spin)   0.144 eV

# 3
This record from the OMol25 dataset describes the molecule C4H9NO2. The level of theory is ωB97M-V with the def2-TZVPD basis set.

Last column: Mulliken charge in e.
Atoms and positions in Å:
1 C 0.704 -0.967 1.862  -0.97
2 C 0.932 0.502 1.521  -0.43
3 N 0.665 0.675 0.098  -0.24
4 C -0.622 0.408 -0.308  0.58
5 O -1.634 0.834 0.195  -0.59
6 O -0.586 -0.451 -1.369  -0.32
7 C -1.145 0.101 -2.545  -0.63
8 H 1.322 -1.593 1.206  0.28
9 H 0.922 -1.213 2.903  0.36
10 H -0.342 -1.214 1.650  0.29
11 H 0.265 1.164 2.076  0.28
12 H 1.960 0.822 1.719  0.32
13 H 1.343 0.197 -0.482  0.27
14 H -0.599 -0.364 -3.364  0.24
15 H -2.218 -0.081 -2.626  0.25
16 H -0.967 1.181 -2.536  0.32

Cartesian forces (eV/Å) of the 2 atoms listed first:
C 0.00 -0.05 0.08
C 0.05 0.09 0.23

Results
Energy relative to the best compared isomer or geometry (same formula, charge and spin)   1.039 eV
SMILES   CCNC(=O)OC

# 4
This record from the OMol25 dataset describes a cluster of 3 separate species, C13H13B3F3NO5 in total. The level of theory is ωB97M-V with the def2-TZVPD basis set.

Last column: Mulliken charge in e.
Atoms and positions in Å:
1 O 9.666 -0.862 -1.703  -0.26
2 N 8.830 -0.045 -1.292  0.12
3 O 7.642 -0.703 -1.103  -0.08
4 C 6.923 -0.459 -2.376  -0.30
5 B 5.290 -0.364 -2.179  0.21
6 O 4.580 0.471 -1.190  -0.34
7 B 3.103 0.503 -1.480  0.54
8 O 2.322 -0.762 -1.721  -0.37
9 B 3.406 -1.746 -2.054  0.78
10 F 3.544 -3.095 -1.448  -0.29
11 O 4.419 -1.235 -3.045  -0.42
12 H 7.135 -1.326 -3.143  0.25
13 H 7.270 0.557 -2.868  0.30
14 H 2.527 1.551 -1.505  -0.09
15 F 0.667 1.676 -0.554  -0.32
16 C -0.100 1.444 0.520  0.34
17 C -0.770 2.503 1.123  -0.51
18 C -1.572 2.262 2.238  -0.41
19 C -1.687 0.965 2.745  -0.53
20 C -1.006 -0.090 2.135  -0.45
21 C -0.213 0.150 1.014  -0.15
22 H -0.662 3.505 0.720  0.43
23 H -2.107 3.081 2.712  0.37
24 H -2.310 0.778 3.617  0.38
25 H -1.094 -1.098 2.534  0.32
26 H 0.316 -0.660 0.522  0.47
27 F -3.306 -1.749 1.686  -0.25
28 C -4.399 -1.171 1.171  0.15
29 C -4.277 0.030 0.480  0.17
30 C -5.415 0.630 -0.060  -0.56
31 C -6.664 0.027 0.105  -0.40
32 C -6.777 -1.175 0.805  -0.44
33 C -5.638 -1.781 1.336  -0.43
34 H -3.300 0.488 0.369  0.31
35 H -5.329 1.565 -0.609  0.36
36 H -7.551 0.498 -0.313  0.36
37 H -7.751 -1.641 0.936  0.35
38 H -5.706 -2.720 1.874  0.41

Cartesian forces (eV/Å) of the 2 atoms listed first:
O -2.58 3.42 1.72
N 4.22 -3.40 -1.74

Results
SMILES   O=NOCB1OBOB(F)O1.Fc1ccccc1.Fc1ccccc1

Summary of frontier orbital gap in eV
6.057 6.894 10.884 8.606
(order as listed above)
Summary of calculated total energy in Eh
-3861.53566 -4687.51673 -363.04734 -1308.39569
(order as listed above)
Summary of largest force on an atom in eV/Å
4.097 0.612 0.607 5.694
(order as listed above)